<i>
The following is a DFT calculation (ωB97M-V with the def2-TZVPD basis set) of 2 unconnected molecules or ions with the total composition C10H16.

```
! RIJCOSX wB97M-V def2-TZVPD def2/J DEFGRID3
* xyz -1 2
C -2.5726 0.5490 -1.6466
C 1.1484 0.4607 -0.9740
C 1.5175 0.2395 -2.2353
C -0.2585 0.4869 -0.7327
C -1.1588 0.7760 -1.7378
C 0.7143 0.5409 -3.3376
C -0.6142 0.6842 -3.1456
H 1.7721 0.4727 -0.0598
H 2.3951 -0.2204 -2.5667
H -0.7121 0.1139 0.1579
H 1.1363 0.3521 -4.2321
H -3.1073 1.0713 -2.2486
H -3.1173 0.6174 -0.6534
H -1.2829 0.9487 -3.9567
H -2.7146 -0.5165 -1.7512
C 0.7917 -1.0584 2.7503
C -0.6585 -0.7013 2.6436
C 1.7162 -0.0023 2.6594
H 1.0753 -1.6597 3.5921
H 1.0963 -1.8280 2.0053
H -1.0704 -1.1323 1.6857
H 2.6916 -0.1865 3.1492
H 2.0666 0.1238 1.5585
H -0.9471 0.2969 2.6371
H -1.3006 -1.3437 3.3345
H 1.3933 0.9150 3.1045
*
```

Kohn-Sham gap (alpha / beta) in eV: 2.64 / 6.68
<S²>: 0.76

***

<ii>
The following is a DFT calculation (ωB97M-V with the def2-TZVPD basis set) of 2 unconnected molecules or ions with the total composition C10H16.

```
! RIJCOSX wB97M-V def2-TZVPD def2/J DEFGRID3
* xyz -1 2
C 1.0935 -1.2013 -2.5468
C -0.3459 -0.7474 -0.5196
C -0.2170 -1.3615 -1.8301
C -1.5948 -0.7894 0.1002
C -1.3141 -2.0215 -2.3606
C -2.7049 -1.4229 -0.4369
C -2.5321 -2.1224 -1.6913
H 0.4626 -0.2276 -0.0257
H -1.8030 -0.2263 1.0079
H 1.0020 -1.1256 -3.6221
H 1.7707 -2.0609 -2.4030
H -1.2128 -2.6534 -3.2400
H -3.6744 -1.3684 0.0427
H -3.3573 -2.6678 -2.1416
H 1.6210 -0.3263 -2.1596
C 0.5984 1.6431 2.2206
C 0.7986 2.9355 1.3959
C 1.8991 0.8665 2.3787
H 0.1676 1.9871 3.1532
H -0.1395 0.9865 1.7632
H 1.8401 3.1204 1.1704
H 2.4295 1.1254 3.3076
H 1.8098 -0.2199 2.4176
H 2.6199 1.1546 1.6183
H 0.2470 2.8802 0.4618
H 0.5361 3.8431 1.9394
*
```

Kohn-Sham gap (alpha / beta) in eV: 2.55 / 6.75
<S²>: 0.76

***

The most stable arrangement is <ii>, and the next structure is 0.0953 hartree less stable.

***

<i>
The following is a DFT calculation (ωB97M-V with the def2-TZVPD basis set) of a molecular structure, C8H32O8.

```
! RIJCOSX wB97M-V def2-TZVPD def2/J DEFGRID3
* xyz 0 1
C 3.5204 -0.0053 -0.6378
O 4.3846 -0.8580 -1.4608
H 4.0696 0.5229 0.1416
H 3.1124 0.8381 -1.1950
H 2.7267 -0.6275 -0.2241
H 5.1839 -0.3324 -1.5411
C -1.6886 0.7621 2.7379
O -1.0383 1.1722 1.5759
H -1.2212 0.8311 3.7202
H -2.6660 1.2141 2.9066
H -2.0356 -0.2464 2.5128
H -0.4533 1.8055 1.9982
C 0.3936 -1.6094 1.5449
O -0.1607 -2.1284 0.3508
H 1.1680 -0.8814 1.3030
H -0.3743 -1.3676 2.2797
H 1.0475 -2.3439 2.0151
H -0.4635 -1.3531 -0.1276
C 0.6322 0.6250 -0.2759
O -0.5401 -0.0832 0.0263
H 1.5199 0.0817 0.0482
H 0.6633 0.7659 -1.3563
H 0.5130 1.6872 -0.0623
H -0.8860 0.2874 0.8415
C 2.5548 -0.3299 2.4925
O 3.7162 -1.1441 2.7805
H 1.6691 -0.6982 3.0101
H 2.7202 0.6815 2.8638
H 2.4007 -0.3098 1.4136
H 4.3307 -1.2579 2.0517
C -1.6343 -1.6885 -1.5746
O -1.3432 -2.9871 -1.1086
H -1.9075 -1.0699 -0.7197
H -0.7514 -1.2090 -1.9973
H -2.4539 -1.5052 -2.2694
H -0.6837 -2.8722 -0.4206
C -2.5043 1.9573 -0.5618
O -3.7185 1.3147 -1.0194
H -1.7301 2.0464 -1.3239
H -2.6743 2.9410 -0.1243
H -1.9938 1.4227 0.2393
H -3.4566 0.8123 -1.7944
C -1.3915 1.0243 -3.2289
O -2.4780 0.3822 -2.7118
H -1.5419 2.0762 -2.9861
H -0.5232 0.9183 -2.5787
H -1.2138 1.0823 -4.3028
H -2.7989 -0.3440 -3.2514
*
```

Kohn-Sham gap in eV: 8.10

***

<ii>
The following is a DFT calculation (ωB97M-V with the def2-TZVPD basis set) of 8 unconnected molecules or ions with the total composition C8H32O8.

```
! RIJCOSX wB97M-V def2-TZVPD def2/J DEFGRID3
* xyz 0 1
C 1.1933 3.7144 -2.4646
O 1.2357 4.5805 -3.5711
H 0.4064 2.9610 -2.4974
H 2.1309 3.1597 -2.4288
H 1.0988 4.2667 -1.5296
H 1.7055 5.4050 -3.4261
C 3.5396 -0.2353 -1.9630
O 2.9896 0.5912 -0.9444
H 2.8472 -0.2950 -2.8027
H 4.5239 0.1299 -2.2561
H 3.6291 -1.2705 -1.6337
H 3.5473 0.4944 -0.1690
C 1.1720 -4.8697 -1.2065
O 0.5797 -3.6588 -0.7842
H 0.3911 -5.6135 -1.3651
H 1.5503 -4.7663 -2.2235
H 1.8985 -5.3516 -0.5523
H 1.2894 -3.2244 -0.3054
C -2.7413 2.4866 2.2267
O -3.1176 2.4083 3.6169
H -2.1374 3.3773 2.0530
H -2.1520 1.6288 1.9026
H -3.6327 2.4927 1.5994
H -3.1924 1.4677 3.7939
C 2.9548 -3.6625 1.8825
O 2.4466 -2.5971 1.0067
H 3.9855 -3.5521 2.2196
H 2.2896 -3.7471 2.7418
H 2.8322 -4.6403 1.4167
H 2.7595 -1.7337 1.2866
C -2.5378 2.3893 -2.1797
O -1.9492 2.8718 -1.0007
H -1.8862 2.5743 -3.0337
H -2.6829 1.3110 -2.1146
H -3.4330 2.9061 -2.5256
H -1.2910 2.2218 -0.7443
C -0.3671 -0.0466 0.0391
O 0.1650 1.2101 -0.2151
H -1.0776 -0.1090 0.8633
H -0.8527 -0.3556 -0.8866
H 0.4476 -0.7237 0.2960
H 1.1125 1.0559 -0.2207
C -3.7322 -0.8881 2.6643
O -3.1999 -0.3838 3.8218
H -3.8960 -0.0233 2.0215
H -3.0431 -1.5490 2.1385
H -4.6798 -1.3262 2.9777
H -3.1198 -1.0818 4.4759
*
```

Kohn-Sham gap in eV: 9.31
Structure (SMILES): CO.CO.CO.CO.CO.CO.CO.CO

***

The most stable arrangement is <ii>, and the next structure is 0.3557 hartree less stable.

***

<i>
The following is a DFT calculation (ωB97M-V with the def2-TZVPD basis set) of a gas-phase ion, C2H3O3S2 (charge -1).

```
! RIJCOSX wB97M-V def2-TZVPD def2/J DEFGRID3
* xyz -1 1
C 0.4093 -1.0113 0.0325
C 1.0869 0.3497 0.1504
O -1.8005 1.1625 1.0671
O -1.7718 0.8665 -1.3021
O -0.8468 -1.2002 0.0935
S 1.4027 -2.3145 -0.1795
S -2.1637 0.2730 -0.0618
H 0.8199 0.7149 1.1249
H 2.0782 0.2753 -0.0954
H 0.7859 0.8841 -0.8297
*
```

Kohn-Sham gap in eV: 7.75

***

<ii>
The following is a DFT calculation (ωB97M-V with the def2-TZVPD basis set) of 2 unconnected molecules or ions with the total composition C2H3O3S2.

```
! RIJCOSX wB97M-V def2-TZVPD def2/J DEFGRID3
* xyz -1 1
C 0.0836 -1.6046 -0.1024
C 0.8042 -0.2778 0.3427
O 0.5052 -2.6257 0.3982
O -0.9050 -1.2515 -0.7304
O -2.0014 1.3864 -0.2265
S 2.5086 1.9453 0.0246
S 2.2909 0.0308 -0.3040
H 0.1046 0.5810 0.5734
H -1.2973 0.8777 -0.6196
H -2.0934 0.9384 0.6441
*
```

Kohn-Sham gap (alpha / beta) in eV: 7.37 / 7.37

***

The most stable arrangement is <i>, and the next structure is 0.0167 hartree less stable.

***

<i>
The following is a DFT calculation (ωB97M-V with the def2-TZVPD basis set) of 2 unconnected molecules or ions with the total composition HN2P.

```
! RIJCOSX wB97M-V def2-TZVPD def2/J DEFGRID3
* xyz 0 1
N -2.4114 -0.6286 -0.5921
N -2.4033 -0.7123 0.6197
P -1.6477 0.7690 0.0605
H 0.3551 0.3585 -0.2138
*
```

Kohn-Sham gap in eV: 9.69

***

<ii>
The following is a DFT calculation (ωB97M-V with the def2-TZVPD basis set) of 2 unconnected molecules or ions with the total composition HN2P.

```
! RIJCOSX wB97M-V def2-TZVPD def2/J DEFGRID3
* xyz 0 1
N -0.9404 0.5143 0.5931
N -0.9871 0.5199 -0.6172
P -0.0383 -0.8508 0.0546
H 1.9657 -0.1833 -0.0305
*
```

Kohn-Sham gap in eV: 9.46

***

The most stable arrangement is <i>, and the next structure is 0.0053 hartree less stable.

***

<i>
The following is a DFT calculation (ωB97M-V with the def2-TZVPD basis set) of 2 unconnected molecules or ions with the total composition C3H11N2.

```
! RIJCOSX wB97M-V def2-TZVPD def2/J DEFGRID3
* xyz 2 2
C -2.8767 0.4158 0.6883
N -1.8335 -0.2428 0.6565
H -2.9483 1.2316 -0.0511
H -3.6628 0.3636 1.4646
H -1.5290 -0.9921 1.3007
H 0.5507 -1.5374 -0.7024
C 1.8908 0.1412 0.6882
C 1.0223 0.5132 -0.4997
N 0.5548 -0.6987 -1.2928
H 2.9322 -0.0088 0.3959
H 2.0036 1.0234 1.3156
H 1.4921 -0.7594 1.1537
H 0.1002 0.9702 -0.1429
H 1.5001 1.1971 -1.1915
H -0.3704 -0.6320 -1.7196
H 1.1738 -0.9848 -2.0634
*
```

Kohn-Sham gap (alpha / beta) in eV: 10.82 / 6.62
<S²>: 0.76

***

<ii>
The following is a DFT calculation (ωB97M-V with the def2-TZVPD basis set) of 2 unconnected molecules or ions with the total composition C3H11N2.

```
! RIJCOSX wB97M-V def2-TZVPD def2/J DEFGRID3
* xyz 2 2
C -2.2009 -1.8045 -0.9337
N -1.4240 -0.8410 -1.1508
H -3.0979 -1.7681 -0.2977
H -1.9877 -2.6822 -1.5869
H -1.0761 -0.7351 -2.1258
H -0.3885 0.1933 -0.1508
C 2.2940 0.8276 0.1017
C 1.2357 0.7341 1.2239
N -0.1485 0.8197 0.6605
H 3.2354 1.2252 0.4663
H 1.8044 1.3620 -0.7144
H 2.5740 -0.1760 -0.2334
H 1.3942 1.5913 1.8762
H 1.3759 -0.1685 1.8149
H -0.2667 1.7775 0.3047
H -0.8859 0.7342 1.3668
*
```

Kohn-Sham gap (alpha / beta) in eV: 9.01 / 5.66
<S²>: 0.76

***

The most stable arrangement is <i>, and the next structure is 0.0227 hartree less stable.

***

<i>
The following is a DFT calculation (ωB97M-V with the def2-TZVPD basis set) of 2 unconnected molecules or ions with the total composition Cl2H4Si2.

```
! RIJCOSX wB97M-V def2-TZVPD def2/J DEFGRID3
* xyz 0 1
Si 0.6898 0.6553 -0.4882
Si -2.6248 -0.4238 0.2584
Cl -4.7235 -0.7382 -0.0079
Cl -0.3785 2.3628 -0.1868
H 0.2244 -0.3494 -1.5020
H 1.9982 1.2022 -0.9470
H 0.6715 -0.3564 0.7231
H -2.9892 0.1424 1.7214
*
```

Kohn-Sham gap in eV: 8.16

***

<ii>
The following is a DFT calculation (ωB97M-V with the def2-TZVPD basis set) of 2 unconnected molecules or ions with the total composition Cl2H4Si2.

```
! RIJCOSX wB97M-V def2-TZVPD def2/J DEFGRID3
* xyz 0 1
Si 1.9197 0.1565 -0.5588
Si -1.5365 0.1786 0.7472
Cl -2.0805 -1.5335 -0.2922
Cl -2.2762 1.7420 -0.3004
H 2.0568 -0.3180 0.7970
H 1.1889 -0.8927 -1.2145
H 2.9093 0.9028 -1.1568
H -2.1816 -0.2357 1.9786
*
```

Kohn-Sham gap (alpha / beta) in eV: 6.40 / 7.33

***

The most stable arrangement is <i>, and the next structure is 0.0459 hartree less stable.

***

<i>
The following is a DFT calculation (ωB97M-V with the def2-TZVPD basis set) of a gas-phase ion, CH4O2P (charge -1).

```
! RIJCOSX wB97M-V def2-TZVPD def2/J DEFGRID3
* xyz -1 1
C 0.9497 0.0071 -0.3171
P -0.9623 -0.0283 0.2521
O -1.6522 -1.2950 -0.0909
O -1.5394 1.3034 -0.1278
H 1.4883 -0.9234 0.0069
H 1.0187 -0.0873 -1.4222
H 1.2675 0.9459 0.1797
H -0.5704 0.0776 1.5194
*
```

Kohn-Sham gap in eV: 8.97
Structure (SMILES): C[P@H](=O)[O-]

***

<ii>
The following is a DFT calculation (ωB97M-V with the def2-TZVPD basis set) of 2 unconnected molecules or ions with the total composition CH4O2P.

```
! RIJCOSX wB97M-V def2-TZVPD def2/J DEFGRID3
* xyz -1 1
C -0.7990 -0.6313 0.0211
O 1.8783 1.2776 -0.3024
O -3.1814 0.5953 -0.0172
P -1.7061 0.8219 -0.0644
H 0.9240 1.1305 -0.3798
H -1.2578 -1.5813 -0.1676
H 0.1998 -0.4755 -0.0388
H 2.3255 1.3223 -1.1887
*
```

Kohn-Sham gap in eV: 7.03

***

The most stable arrangement is <i>, and the next structure is 0.0765 hartree less stable.

***

<i>
The following is a DFT calculation (ωB97M-V with the def2-TZVPD basis set) of 2 unconnected molecules or ions with the total composition C4H14N2O.

```
! RIJCOSX wB97M-V def2-TZVPD def2/J DEFGRID3
* xyz -1 2
C -0.8596 -0.4785 -1.2025
N -0.3292 -1.6680 -0.5610
C -0.2247 0.9766 -1.0455
C 0.2825 1.0898 0.3994
C -0.6086 1.3452 1.6192
N -2.0831 1.0985 1.3277
H -1.8915 -0.3840 -0.7823
H -0.8994 -0.7028 -2.3532
H 0.7067 -1.7838 -0.7219
H -0.4177 -1.5580 0.4019
H -0.7786 1.7683 -1.5048
H 0.6023 1.0804 -1.7021
H 1.1772 1.7889 0.3895
H 0.9253 0.2285 0.6445
H -0.1050 0.8270 2.3909
H -0.5789 2.4043 2.0393
H -2.7603 0.8730 2.2015
H -2.0821 0.6662 0.4763
H 3.0377 -1.5894 -1.3993
H 3.5614 -2.6358 -0.4036
O 3.1065 -1.8244 -0.4583
*
```

Kohn-Sham gap (alpha / beta) in eV: 2.57 / 9.37
<S²>: 0.75

***

<ii>
The following is a DFT calculation (ωB97M-V with the def2-TZVPD basis set) of 2 unconnected molecules or ions with the total composition C4H14N2O.

```
! RIJCOSX wB97M-V def2-TZVPD def2/J DEFGRID3
* xyz -1 2
C -1.6912 -0.0969 -0.6755
C -0.2510 -0.6218 -0.5642
C 0.3233 -0.0967 0.8240
C 0.4412 1.4101 0.7140
N -0.6977 2.0800 1.4082
N -0.1083 -2.0877 -0.5384
H -1.7699 0.8050 -1.2799
H -2.0031 0.0267 0.3775
H -2.3925 -0.8149 -1.0904
H 0.3574 -0.2646 -1.4152
H -0.2862 -0.4044 1.6793
H 1.3415 -0.4820 0.9781
H 0.4854 1.6500 -0.3400
H 1.2971 1.8178 1.3208
H -0.4818 2.2552 2.3745
H -0.8873 2.9169 0.8797
H -0.5582 -2.4901 0.3256
H -0.5454 -2.5315 -1.3412
H 2.5402 -0.4046 -1.7345
H 2.0669 -1.6188 -0.8354
O 2.8195 -1.0479 -1.0668
*
```

Kohn-Sham gap (alpha / beta) in eV: 2.78 / 9.61
<S²>: 0.75

***

<iii>
The following is a DFT calculation (ωB97M-V with the def2-TZVPD basis set) of 2 unconnected molecules or ions with the total composition C4H14N2O.

```
! RIJCOSX wB97M-V def2-TZVPD def2/J DEFGRID3
* xyz -1 2
C 0.3607 -2.3937 0.6893
N 0.9520 -1.5334 -0.3312
C 0.0838 -0.4516 -0.6811
C 0.8163 0.8349 -1.0043
C 0.0649 1.5862 -2.1274
N -1.2039 2.1731 -1.6484
H -0.6123 -2.6942 0.3286
H 0.1967 -1.8569 1.6369
H 0.9915 -3.2469 0.9429
H 1.8355 -1.1550 -0.0197
H -0.5208 -0.7482 -1.5503
H -0.6695 -0.2758 0.0987
H 1.0274 1.5557 -0.2298
H 1.8272 0.6003 -1.3699
H 0.6733 2.3892 -2.5371
H -0.1147 0.8568 -2.9186
H -1.1435 2.2885 -0.6404
H -1.9049 1.4343 -1.6998
H -0.5111 -0.0968 4.9838
H -0.8836 0.5053 3.6114
O -1.2649 0.2285 4.4664
*
```

Kohn-Sham gap (alpha / beta) in eV: 2.82 / 9.21
<S²>: 0.75

***

The most stable arrangement is <iii>, and the next structure is 0.0059 hartree less stable.